Record 1
Entry from OMol25: the molecule C3H5NO2 at a distorted geometry (wB97M-V/def2-TZVPD).

E_HOMO   -10.2 eV
Spin multiplicity   1
Kohn-Sham gap   10.95 eV
E   -8775.52214 eV
SMILES   [H]/N=C\OCC=O
Energy relative to the best compared isomer or geometry (same formula, charge and spin)   209.62 kJ/mol

CARTESIAN COORDINATES (ANGSTROEM)
N -1.855 -0.337 -0.663
O 0.584 -0.276 -1.046
H -1.889 -0.169 0.346
O 0.500 0.607 2.402
C 0.516 -0.012 1.369
H 0.499 1.599 -0.154
H -0.752 -1.075 -2.240
H 2.038 0.732 0.045
H 0.383 -1.123 1.350
C 0.935 0.602 0.010
C -0.776 -0.534 -1.291

Forces on atoms 1 to 2 (eV/Å):
N 0.83 -0.85 -0.05
O -0.91 -0.03 0.09

Löwdin atomic charge list, values in e, 5 entries: atom 1 (N): 0.12, atom 2 (O): -0.10, atom 3 (H): 0.06, atom 4 (O): 0.06, atom 5 (C): -0.25

Record 2
Entry from OMol25: the molecule C3H5NO2 (wB97M-V/def2-TZVPD).

E_HOMO   -10.8 eV
Spin multiplicity   1
Kohn-Sham gap   11.69 eV
E   -8776.83226 eV
SMILES   [H]/N=C(\C)OC=O
Energy relative to the best compared isomer or geometry (same formula, charge and spin)   83.21 kJ/mol

CARTESIAN COORDINATES (ANGSTROEM)
C 0.594 0.123 -1.197
C -0.249 0.603 -0.053
H -1.618 1.452 -1.002
H 1.648 0.353 -1.016
C 0.022 -0.921 1.697
H 0.429 -0.996 2.715
N -1.325 1.250 -0.047
O 0.299 0.300 1.204
O -0.568 -1.791 1.117
H 0.279 0.592 -2.132
H 0.490 -0.963 -1.287

Forces on atoms 1 to 2 (eV/Å):
C -0.01 0.02 -0.04
C -0.30 0.17 -0.21

Löwdin atomic charge list, values in e, 5 entries: atom 1 (C): 0.00, atom 2 (C): -0.46, atom 3 (H): 0.07, atom 4 (H): 0.09, atom 5 (C): -0.32

Record 3
Entry from OMol25: the molecule C3H5NO2 (wB97M-V/def2-TZVPD).

E_HOMO   -9.9 eV
Spin multiplicity   1
Kohn-Sham gap   10.79 eV
E   -8776.22468 eV
SMILES   NC(=O)[C@H]1CO1
Energy relative to the best compared isomer or geometry (same formula, charge and spin)   141.84 kJ/mol

CARTESIAN COORDINATES (ANGSTROEM)
O -0.636 0.171 -1.515
O 1.769 -0.016 0.441
H 1.035 -2.168 1.434
H -0.623 -2.008 0.970
C -0.542 0.335 -0.104
H 0.808 1.693 -1.159
C -0.240 1.439 -1.010
H -1.496 0.308 0.430
H -0.970 2.237 -1.143
C 0.622 -0.417 0.512
N 0.272 -1.574 1.144

Forces on atoms 1 to 2 (eV/Å):
O -0.03 -0.14 -0.17
O -0.43 -0.20 0.07

Löwdin atomic charge list, values in e, 5 entries: atom 1 (O): -0.02, atom 2 (O): 0.07, atom 3 (H): 0.11, atom 4 (H): 0.11, atom 5 (C): -0.23

Record 4
Entry from OMol25: a 3-piece molecular cluster, C3H5NO2 overall at a distorted geometry (wB97M-V/def2-TZVPD).

E_HOMO   -9.9 eV
Spin multiplicity   1
Kohn-Sham gap   10.37 eV
E   -8773.60821 eV
Energy relative to the best compared isomer or geometry (same formula, charge and spin)   394.29 kJ/mol

CARTESIAN COORDINATES (ANGSTROEM)
H -1.502 1.508 -0.565
H -1.754 -0.192 -1.322
H 0.736 1.550 -1.380
H 1.109 -1.676 3.443
O -1.968 -0.015 0.684
O 2.017 0.064 -0.880
C 1.072 0.497 -1.482
C -1.740 0.436 -0.407
N 0.916 -1.260 2.558
H 0.476 -0.132 -2.174
C 0.639 -0.780 1.525

Forces on atoms 1 to 2 (eV/Å):
H -0.07 -0.12 0.10
H -0.05 0.02 0.17

Löwdin atomic charge list, values in e, 5 entries: atom 1 (H): 0.08, atom 2 (H): 0.08, atom 3 (H): 0.08, atom 4 (H): 0.07, atom 5 (O): -0.03

Record 5
Entry from OMol25: the molecule C3H5NO2 at a distorted geometry (wB97M-V/def2-TZVPD).

E_HOMO   -10.0 eV
Spin multiplicity   1
Kohn-Sham gap   10.24 eV
E   -8775.10658 eV
SMILES   CNC(=O)C=O
Energy relative to the best compared isomer or geometry (same formula, charge and spin)   249.72 kJ/mol

CARTESIAN COORDINATES (ANGSTROEM)
H 1.278 0.405 -1.464
H -2.523 0.667 1.442
N 0.380 -0.571 0.232
C 1.636 -0.208 -0.654
C -0.710 0.344 0.142
H 2.460 0.363 -0.146
H 2.073 -1.166 -0.949
H 1.032 -0.325 0.947
C -2.132 -0.034 0.674
O -2.829 -0.891 0.196
O -0.666 1.416 -0.419

Forces on atoms 1 to 2 (eV/Å):
H 0.20 -0.06 -0.54
H 0.18 -0.08 -0.14

Löwdin atomic charge list, values in e, 5 entries: atom 1 (H): 0.06, atom 2 (H): 0.13, atom 3 (N): 0.01, atom 4 (C): -0.06, atom 5 (C): -0.41

Record 6
Entry from OMol25: the molecule C3H5NO2 at a distorted geometry (wB97M-V/def2-TZVPD).

E_HOMO   -10.1 eV
Spin multiplicity   1
Kohn-Sham gap   11.03 eV
E   -8774.53415 eV
SMILES   [H]/N=C1/COCO1
Energy relative to the best compared isomer or geometry (same formula, charge and spin)   304.95 kJ/mol

CARTESIAN COORDINATES (ANGSTROEM)
H -0.787 1.799 0.872
C -0.506 1.214 -0.013
O -1.256 0.006 -0.066
H -0.400 -0.982 1.589
N 1.675 -0.970 -1.007
H 1.757 0.086 -1.067
C 0.819 -0.697 -0.145
H -0.751 1.780 -0.927
H -0.942 -1.988 0.206
C -0.483 -1.042 0.496
O 0.826 0.826 0.075

Forces on atoms 1 to 2 (eV/Å):
H 0.01 -0.02 0.00
C -0.57 -0.01 0.26

Löwdin atomic charge list, values in e, 5 entries: atom 1 (H): 0.13, atom 2 (C): -0.23, atom 3 (O): -0.09, atom 4 (H): 0.13, atom 5 (N): 0.19

Record 7
Entry from OMol25: the molecule C3H5NO2 (wB97M-V/def2-TZVPD).

E_HOMO   -10.9 eV
Spin multiplicity   1
Kohn-Sham gap   11.65 eV
E   -8776.72958 eV
SMILES   [H]/N=C(/C)OC=O
Energy relative to the best compared isomer or geometry (same formula, charge and spin)   93.12 kJ/mol

CARTESIAN COORDINATES (ANGSTROEM)
N -0.536 1.845 0.338
C 1.451 -0.692 -0.841
H -1.938 -0.054 1.189
H -0.505 -1.078 1.316
C -0.328 0.646 0.022
H 1.356 -1.216 0.120
H -1.493 -1.153 -0.146
H 0.077 2.473 -0.183
C -1.109 -0.483 0.627
O 0.585 0.339 -0.988
O 2.244 -0.970 -1.689

Forces on atoms 1 to 2 (eV/Å):
N 0.11 -0.25 -0.16
C 0.23 -0.17 -0.27

Löwdin atomic charge list, values in e, 5 entries: atom 1 (N): 0.17, atom 2 (C): -0.32, atom 3 (H): 0.09, atom 4 (H): 0.08, atom 5 (C): -0.46

Record 8
Entry from OMol25: the molecule C3H5NO2 (wB97M-V/def2-TZVPD).

E_HOMO   -10.3 eV
Spin multiplicity   1
Kohn-Sham gap   10.97 eV
E   -8777.47564 eV
SMILES   CC(=O)NC=O
Energy relative to the best compared isomer or geometry (same formula, charge and spin)   21.14 kJ/mol

CARTESIAN COORDINATES (ANGSTROEM)
C -0.333 0.266 0.518
H -2.194 -0.794 0.189
C 1.954 0.005 -0.192
H -2.256 0.982 0.036
N 0.711 -0.553 0.054
O 2.848 -0.576 -0.754
C -1.661 0.091 -0.172
O -0.122 1.112 1.355
H 1.991 1.057 0.137
H -1.510 -0.009 -1.252
H 0.527 -1.446 -0.387

Forces on atoms 1 to 2 (eV/Å):
C 0.01 0.26 0.15
H 0.09 0.07 -0.01

Löwdin atomic charge list, values in e, 5 entries: atom 1 (C): -0.50, atom 2 (H): 0.09, atom 3 (C): -0.31, atom 4 (H): 0.09, atom 5 (N): 0.11